Entry from OMol25: C8H12N2PdS2 as an isolated structure (the ωB97M-V functional and the def2-TZVPD basis).

The geometry in XYZ format:
```
25
Properties=species:S:1:pos:R:3:lowdin_charge:R:1
Pd 0.64 0.64 0.00 0.3321
N 2.77 0.79 0.00 -0.0945
C 3.11 2.17 0.36 -0.2421
C 2.17 3.11 -0.36 -0.2421
N 0.79 2.77 0.00 -0.0945
H 3.15 0.10 0.64 0.0873
H 3.08 0.55 -0.93 0.0971
H 4.15 2.42 0.14 0.1173
H 2.97 2.27 1.44 0.1201
H 2.27 2.97 -1.44 0.1201
H 2.42 4.15 -0.14 0.1173
H 0.10 3.15 -0.64 0.0873
H 0.55 3.08 0.93 0.0971
S -1.60 0.63 0.01 0.5117
C -2.06 -1.08 0.00 -0.7093
C -3.40 -1.44 0.00 -0.1361
C -3.77 -2.78 0.00 -0.1086
C -2.78 -3.77 0.00 -0.1086
C -1.44 -3.40 -0.01 -0.1361
C -1.08 -2.06 0.00 -0.7093
S 0.63 -1.60 -0.01 0.5117
H -4.16 -0.67 0.01 0.0961
H -4.81 -3.05 0.00 0.0948
H -3.05 -4.81 0.00 0.0948
H -0.67 -4.16 -0.01 0.0961
```

Calculated values
- DFT total energy (eV) = -36622.9368
- LUMO (eV) = 0.1292
- Kohn-Sham gap (eV) = 6.93
- 2S+1 = 1
- energy above the lowest of the compared OMol25 structures with the same formula, charge and spin (kJ/mol) = 0.0
- highest occupied orbital energy (eV) = -6.8